{
  "formula": "C37H102NO15",
  "method": "ωB97M-V/def2-TZVPD",
  "total_energy_ha": -2654.1107,
  "charge": -1,
  "orbital_gap_ev": 5.04,
  "lumo_energy_ha": 0.062,
  "elements": ["C", "C", "C", "C", "C", "C", "N", "O", "C", "C", "C", "H", "H", "H", "H", "H", "H", "H", "H", "H", "H", "H", "H", "H", "H", "H", "H", "H", "H", "C", "C", "O", "H", "H", "H", "H", "H", "H", "C", "C", "O", "H", "H", "H", "H", "H", "H", "C", "C", "O", "H", "H", "H", "H", "H", "H", "C", "C", "O", "H", "H", "H", "H", "H", "H", "C", "C", "O", "H", "H", "H", "H", "H", "H", "C", "C", "O", "H", "H", "H", "H", "H", "H", "C", "C", "O", "H", "H", "H", "H", "H", "H", "C", "C", "O", "H", "H", "H", "H", "H", "H", "O", "H", "H", "O", "H", "H", "C", "C", "C", "O", "H", "H", "H", "H", "H", "H", "H", "H", "C", "C", "C", "O", "H", "H", "H", "H", "H", "H", "H", "H", "C", "C", "C", "O", "H", "H", "H", "H", "H", "H", "H", "H", "C", "C", "C", "O", "H", "H", "H", "H", "H", "H", "H", "H"],
  "xyz": [[-0.23522, -2.91729, 0.57619], [0.23058, -1.59081, 1.07738], [1.59700, -1.17346, 0.44937], [1.44964, -0.68092, -0.97058], [0.50442, 0.52978, -0.96169], [-0.91298, 0.19080, -0.39979], [-0.83531, -0.55985, 0.84842], [-2.07950, -0.88915, 1.47253], [-1.71781, -0.50889, -1.49595], [-1.50558, 1.58032, -0.13383], [0.49650, -1.65391, 2.58596], [0.56451, -3.66743, 0.64499], [-0.45487, -2.98285, -0.49396], [-1.14431, -3.26696, 1.06771], [2.38106, -1.93276, 0.52682], [1.98618, -0.31305, 0.99939], [0.98926, -1.50146, -1.52929], [2.38783, -0.34877, -1.42186], [0.60349, 0.82311, -2.01236], [0.92514, 1.33878, -0.35861], [-2.76173, -0.70773, -1.28464], [-1.20397, -1.42710, -1.79832], [-1.68997, 0.08408, -2.41790], [-1.51484, 2.13564, -1.07121], [-1.00274, 2.03830, 0.71809], [-2.53088, 1.46447, 0.22503], [1.23865, -2.39810, 2.87757], [-0.43678, -2.04441, 3.00799], [0.63782, -0.68764, 3.06818], [-3.84059, 5.42617, 3.15588], [-2.38128, 5.09809, 2.94852], [-2.20223, 4.05563, 2.01711], [-4.29709, 5.81185, 2.24246], [-3.95301, 6.24297, 3.87503], [-4.39110, 4.55280, 3.50170], [-1.83379, 4.85419, 3.86640], [-1.78762, 5.99727, 2.72743], [-1.98267, 4.41582, 1.14525], [-2.95357, -6.50376, -2.28535], [-2.88427, -5.21941, -1.46074], [-2.17574, -4.24528, -2.21528], [-3.50841, -6.24805, -3.19229], [-3.48055, -7.31513, -1.78645], [-1.96983, -6.81946, -2.63264], [-2.34466, -5.42214, -0.52952], [-3.88488, -4.86055, -1.21367], [-2.18786, -3.42777, -1.70213], [1.26321, 5.34103, -1.11975], [0.06661, 4.48786, -0.71911], [-0.93930, 5.33718, -0.17891], [2.00090, 4.72228, -1.63661], [1.69415, 5.86185, -0.26438], [1.01023, 6.14477, -1.81844], [0.44516, 3.82383, 0.05466], [-0.26934, 3.90881, -1.57867], [-1.35131, 5.86782, -0.86596], [0.46537, -3.76276, 5.22853], [-0.95520, -3.72102, 5.74835], [-1.56067, -5.01297, 5.82259], [0.60641, -4.22342, 4.25319], [1.08924, -4.31269, 5.94306], [0.91539, -2.77048, 5.29591], [-1.54427, -3.08639, 5.07784], [-1.00931, -3.25675, 6.73146], [-1.51535, -5.37900, 4.93367], [3.07293, 2.02702, -3.28125], [3.81327, 0.77731, -3.73504], [3.95357, 0.95282, -5.14021], [3.74617, 2.87296, -3.41675], [2.78851, 1.89817, -2.23129], [2.10679, 2.23773, -3.74002], [3.26651, -0.11316, -3.41558], [4.73714, 0.73120, -3.14840], [4.28256, 0.14819, -5.55433], [3.57334, -3.01808, -2.93614], [4.87240, -2.26347, -2.58631], [5.87610, -3.15906, -2.14972], [2.90027, -2.20902, -3.23061], [3.10469, -3.60657, -2.15144], [3.68720, -3.60522, -3.84778], [4.73601, -1.55638, -1.76111], [5.04789, -1.67707, -3.49300], [6.72927, -2.71601, -2.16622], [-5.25186, -4.94819, 1.75956], [-4.12018, -3.96366, 1.92743], [-4.27823, -2.99846, 0.88603], [-5.23215, -5.32258, 0.73195], [-6.20282, -4.42876, 1.87584], [-5.19448, -5.82097, 2.41091], [-3.14210, -4.45088, 1.94950], [-4.29616, -3.44995, 2.87745], [-3.47374, -2.45550, 0.80967], [-1.79574, 2.43575, 5.74245], [-1.11589, 1.78941, 4.53822], [-1.90085, 0.68045, 4.12182], [-2.86621, 2.53057, 5.58408], [-1.29610, 3.41023, 5.76038], [-1.56468, 1.93440, 6.68142], [-0.07249, 1.49596, 4.71030], [-1.12682, 2.44295, 3.65694], [-1.52610, 0.29702, 3.31347], [-4.47808, -0.73814, 2.98396], [-4.45929, -1.25235, 3.79495], [-3.59382, -0.85873, 2.59528], [-4.60562, 0.00370, 0.16162], [-3.79591, -0.17241, 0.67882], [-4.35597, -0.17683, -0.74514], [5.71569, -2.13757, 1.17086], [6.84212, -1.35349, 1.88317], [7.57787, -2.22859, 2.90174], [7.76718, -0.80552, 0.94593], [5.10815, -2.62360, 1.94068], [6.10338, -2.83720, 0.42852], [4.90434, -1.56788, 0.70757], [6.23434, -0.63243, 2.43277], [7.28935, -3.27858, 2.92385], [7.36614, -1.82912, 3.89543], [8.64111, -2.10002, 2.70534], [7.84588, -1.45677, 0.24246], [-5.90448, 0.93009, -4.49817], [-5.36989, 0.29429, -3.20245], [-4.68283, -1.02802, -3.43726], [-4.49516, 1.22314, -2.56850], [-5.16260, 0.87270, -5.29935], [-6.30966, 1.94073, -4.47204], [-6.68897, 0.24184, -4.83204], [-6.21397, 0.07319, -2.53532], [-3.68324, -0.98714, -3.86603], [-5.40755, -1.55232, -4.06946], [-4.65039, -1.66329, -2.54986], [-4.99195, 2.04552, -2.61093], [-2.14921, 3.22915, -4.00433], [-1.33586, 3.98420, -5.06908], [-0.15329, 4.77460, -4.51264], [-0.80660, 3.00643, -5.96716], [-1.83049, 2.20086, -3.81377], [-3.18082, 3.09896, -4.33006], [-2.06698, 3.75853, -3.05347], [-2.00066, 4.61609, -5.66442], [-0.40312, 5.56257, -3.79512], [0.51250, 5.23238, -5.23956], [0.34472, 4.03585, -3.87694], [-0.96644, 2.12615, -5.62503], [5.57000, 2.32084, -0.11604], [4.84817, 2.61616, 1.22432], [3.95542, 1.51332, 1.70732], [5.80208, 2.99909, 2.20650], [6.28801, 1.50752, 0.01452], [6.08120, 3.22871, -0.43393], [4.86481, 2.01355, -0.88881], [4.22789, 3.51366, 1.14999], [3.10228, 1.32538, 1.05796], [3.52759, 1.75358, 2.68614], [4.47323, 0.58778, 1.98029], [6.59299, 2.45435, 2.13986]],
  "lowdin_charge": [-0.04, -0.49, -0.14, -0.19, -0.13, -0.49, -0.14, -0.27, -0.02, -0.03, -0.05, 0.09, 0.06, 0.07, 0.11, 0.08, 0.11, 0.08, 0.11, 0.10, 0.05, 0.06, 0.07, 0.07, 0.08, 0.08, 0.07, 0.07, 0.08, -0.09, -0.34, -0.08, 0.07, 0.07, 0.08, 0.09, 0.11, 0.04, -0.09, -0.32, -0.09, 0.07, 0.07, 0.07, 0.11, 0.10, 0.04, -0.08, -0.30, -0.08, 0.07, 0.08, 0.06, 0.11, 0.08, 0.10, -0.11, -0.31, -0.09, 0.07, 0.07, 0.07, 0.10, 0.11, 0.07, -0.09, -0.33, -0.06, 0.08, 0.05, 0.07, 0.07, 0.10, 0.08, -0.07, -0.32, -0.08, 0.05, 0.08, 0.07, 0.09, 0.09, 0.08, -0.09, -0.33, -0.10, 0.06, 0.08, 0.07, 0.10, 0.09, 0.04, -0.08, -0.32, -0.10, 0.08, 0.06, 0.06, 0.10, 0.09, 0.04, -0.07, 0.02, -0.02, -0.07, -0.01, -0.03, -0.06, -0.47, -0.05, -0.05, 0.09, 0.07, 0.05, 0.11, 0.07, 0.07, 0.07, 0.08, -0.06, -0.49, -0.05, -0.06, 0.08, 0.07, 0.07, 0.14, 0.09, 0.08, 0.08, 0.09, -0.04, -0.46, -0.05, -0.06, 0.07, 0.07, 0.07, 0.13, 0.07, 0.08, 0.06, 0.07, -0.03, -0.48, -0.05, -0.05, 0.07, 0.08, 0.05, 0.13, 0.06, 0.09, 0.06, 0.08]
}